# C4H4N2O

The molecule C4H4N2O at a distorted geometry (wB97M-V/def2-TZVPD, OMol25).

```
! RIJCOSX wB97M-V def2-TZVPD def2/J DEFGRID3
* xyz 0 1
C 1.32 1.74 0.12
C 0.67 0.68 -0.46
C -0.24 -0.30 0.08
C -1.04 -1.21 -0.63
N -1.66 -1.94 0.38
N -1.30 -1.58 1.51
O -0.53 -0.48 1.40
H 1.14 2.13 1.22
H 1.90 2.35 -0.62
H 0.97 0.25 -1.45
H -1.23 -1.64 -1.55
*
```

Summary:
**Kohn-Sham gap**: 9.348 eV
**E_LUMO**: -0.11 eV
**Structure (SMILES)**: C=Cc1cnno1

# CH6S2

A cluster of 2 separate species, CH6S2 in total at a distorted geometry (wB97M-V/def2-TZVPD, OMol25).

```
! RIJCOSX wB97M-V def2-TZVPD def2/J DEFGRID3
* xyz 1 2
C 6.41 3.33 -1.47
H 5.70 3.08 -2.14
H 7.46 3.34 -1.72
H 6.25 2.43 -0.81
H 6.44 4.32 -1.04
S -2.62 -0.25 0.76
S -1.15 -1.68 0.07
H -2.21 0.09 2.00
H -1.92 -2.47 -0.73
*
```

Summary:
**Kohn-Sham gap (spin up / spin down)**: 7.069 / 4.306 eV
**E_LUMO (spin up / spin down)**: -6.72 / -9.49 eV

# Cl2O2S

The molecule Cl2O2S at a distorted geometry (wB97M-V/def2-TZVPD, OMol25).

```
! RIJCOSX wB97M-V def2-TZVPD def2/J DEFGRID3
* xyz 0 1
O -1.45 0.35 -0.23
O 0.72 -0.47 0.58
S -0.31 -0.20 -0.85
Cl -0.06 -0.83 2.10
Cl 1.09 1.15 -1.61
*
```

Summary:
**Kohn-Sham gap**: 9.646 eV
**E_LUMO**: -1.17 eV

# CH11O7

A cluster of 6 separate species, CH11O7 in total at a distorted geometry (wB97M-V/def2-TZVPD, OMol25).

```
! RIJCOSX wB97M-V def2-TZVPD def2/J DEFGRID3
* xyz -1 1
O -0.88 0.84 1.90
C -1.30 1.49 0.93
O -1.59 0.99 -0.24
H -1.21 2.57 0.93
H 0.99 -0.63 1.16
H 1.15 0.57 1.95
O 1.66 0.06 1.37
H 2.38 0.47 -0.07
H 1.99 0.27 -1.56
O 2.70 0.70 -1.04
H -0.94 -2.05 1.06
H -0.67 -0.79 1.72
O -0.27 -1.70 1.76
H -0.79 -2.13 -1.43
H -1.39 -0.80 -0.75
O -1.37 -1.72 -0.70
H 0.54 0.66 -2.70
H -0.76 0.87 -1.88
O -0.24 0.34 -2.42
*
```

Summary:
**Kohn-Sham gap**: 9.725 eV
**E_LUMO**: 3.63 eV

# C22H35NO3P2SZn

A structure of composition C22H35NO3P2SZn at a distorted geometry (wB97M-V/def2-TZVPD, OMol25).

```
! RIJCOSX wB97M-V def2-TZVPD def2/J DEFGRID3
* xyz 0 1
P -2.05 1.70 0.12
P 0.22 -1.18 -2.03
C -0.35 1.24 -0.43
C -0.18 0.58 -1.82
H 0.09 0.57 0.33
H 0.23 2.19 -0.41
H -1.03 0.80 -2.49
H 0.73 1.03 -2.27
C 1.50 -1.83 -0.97
H 1.82 -2.81 -1.35
H 1.06 -1.96 0.04
H 2.36 -1.16 -0.91
C 0.51 -1.34 -3.81
H 1.21 -2.15 -4.07
H 0.95 -0.40 -4.17
H -0.40 -1.49 -4.43
C -1.88 1.75 1.91
H -2.88 1.68 2.36
H -1.42 2.69 2.24
H -1.26 0.92 2.27
C -2.53 3.34 -0.38
H -2.30 3.53 -1.44
H -2.02 4.10 0.22
H -3.61 3.47 -0.24
Zn 1.81 1.30 2.02
C 3.34 1.68 0.69
C 3.77 0.88 1.76
C 4.56 1.44 2.93
C 3.87 2.61 3.70
C 2.37 2.75 3.48
C 1.76 3.36 2.39
C 2.53 4.04 1.26
C 3.65 3.16 0.65
C -3.07 0.33 -0.37
H 3.11 1.23 -0.29
H 3.95 -0.19 1.59
H 5.59 1.73 2.64
H 4.68 0.60 3.63
H 4.00 2.39 4.78
H 4.43 3.54 3.56
H 1.78 2.69 4.41
H 0.73 3.71 2.50
H 2.96 5.01 1.57
H 1.80 4.28 0.47
H 3.78 3.46 -0.41
H 4.61 3.38 1.15
H -2.98 0.09 -1.44
H -4.12 0.55 -0.15
H -2.77 -0.57 0.20
O -1.15 -3.73 -3.96
S -2.03 -3.01 -3.09
O -2.88 -1.96 -3.59
N -1.10 -2.27 -1.74
C -1.42 -2.80 -0.49
O -1.01 -2.34 0.59
C -2.37 -3.92 -0.65
C -2.89 -4.76 0.36
C -3.80 -5.76 0.01
C -4.19 -5.96 -1.34
C -3.67 -5.12 -2.33
C -2.80 -4.09 -1.96
H -2.57 -4.59 1.39
H -4.22 -6.42 0.78
H -4.90 -6.75 -1.60
H -3.93 -5.25 -3.38
*
```

Summary:
**Kohn-Sham gap (spin up / spin down)**: 3.743 / 3.918 eV
**E_LUMO (spin up / spin down)**: -0.32 / -0.30 eV

# C5H6ClN3

The molecule C5H6ClN3 at a distorted geometry (wB97M-V/def2-TZVPD, OMol25).

```
! RIJCOSX wB97M-V def2-TZVPD def2/J DEFGRID3
* xyz 0 1
N 1.70 1.95 0.07
N 1.68 0.60 -0.35
Cl 3.20 -0.30 0.09
C 0.48 -0.01 -0.17
C -0.69 0.69 -0.06
C -1.88 0.06 -0.10
C -1.89 -1.37 -0.04
C -0.65 -1.99 0.05
N 0.55 -1.38 -0.05
H 2.00 1.87 1.02
H 2.29 2.47 -0.46
H -0.60 1.79 0.03
H -2.81 0.77 -0.15
H -2.70 -2.06 -0.03
H -0.67 -3.08 0.14
*
```

Summary:
**Kohn-Sham gap**: 8.800 eV
**E_LUMO**: 0.27 eV
**Structure (SMILES)**: NN(Cl)c1ccccn1

# C22H41O13PS

A cluster of 5 separate species, C22H41O13PS in total (wB97M-V/def2-TZVPD, OMol25).

```
! RIJCOSX wB97M-V def2-TZVPD def2/J DEFGRID3
* xyz 0 1
C 8.15 1.02 1.72
C 6.90 1.26 0.83
C 7.34 1.94 -0.50
C 6.19 -0.06 0.52
C 5.99 -0.96 1.76
C 4.85 0.12 -0.25
O 3.69 -0.11 0.52
P 3.05 1.14 1.49
S 2.17 2.72 2.81
H 8.54 0.00 1.60
H 8.91 1.76 1.51
H 7.87 1.12 2.77
H 6.26 1.95 1.39
H 6.96 1.38 -1.36
H 6.94 2.96 -0.58
H 8.42 1.97 -0.57
H 6.86 -0.61 -0.15
H 6.89 -1.58 1.88
H 5.90 -0.38 2.67
H 5.16 -1.65 1.64
H 4.82 1.09 -0.76
H 4.83 -0.63 -1.05
H 1.93 1.28 0.67
H 2.97 0.24 2.55
H 4.12 1.99 1.23
H 3.19 2.87 3.65
C 0.82 -4.24 -0.41
C 0.23 -3.38 0.67
C 0.08 -1.93 0.30
O 0.17 -1.27 1.57
C 0.92 -2.07 2.38
O 1.36 -1.72 3.43
O 1.11 -3.28 1.82
H 0.13 -4.31 -1.25
H 1.76 -3.82 -0.76
H 1.02 -5.25 -0.05
H -0.72 -3.79 1.01
H -0.87 -1.70 -0.18
H 0.90 -1.57 -0.34
C -6.05 -5.21 -1.17
C -4.70 -5.08 -0.51
C -4.00 -3.75 -0.72
O -2.62 -4.14 -0.64
C -2.52 -5.44 -1.01
O -1.49 -6.00 -1.22
O -3.74 -6.00 -1.09
H -6.76 -4.55 -0.70
H -5.98 -4.97 -2.23
H -6.41 -6.24 -1.09
H -4.77 -5.31 0.55
H -4.24 -3.00 0.02
H -4.18 -3.34 -1.72
C -2.23 2.81 1.72
C -2.06 1.55 0.91
C -1.74 1.75 -0.56
O -2.30 0.56 -1.16
C -3.32 0.16 -0.36
O -4.12 -0.68 -0.66
O -3.30 0.81 0.81
H -1.27 3.33 1.81
H -2.95 3.48 1.25
H -2.59 2.57 2.71
H -1.33 0.89 1.38
H -0.68 1.81 -0.77
H -2.26 2.61 -0.98
C -6.69 4.37 -3.08
C -5.27 4.70 -2.71
C -4.54 3.63 -1.92
O -3.60 4.40 -1.16
C -4.13 5.64 -0.99
O -3.70 6.46 -0.24
O -5.21 5.80 -1.79
H -6.72 3.56 -3.81
H -7.26 4.08 -2.20
H -7.18 5.24 -3.52
H -4.69 4.98 -3.59
H -4.03 2.90 -2.54
H -5.20 3.11 -1.22
*
```

Summary:
**Kohn-Sham gap**: 9.187 eV
**E_LUMO**: 0.39 eV
**Structure (SMILES)**: CC(C)[C@@H](C)CO[PH3]S.C[C@@H]1COC(=O)O1.C[C@@H]1COC(=O)O1.C[C@@H]1COC(=O)O1.C[C@@H]1COC(=O)O1

# C11H5Cl5IReS5

A structure of composition C11H5Cl5IReS5 at a distorted geometry (wB97M-V/def2-TZVPD, OMol25).

```
! RIJCOSX wB97M-V def2-TZVPD def2/J DEFGRID3
* xyz 1 4
Re 0.62 -1.79 0.02
Cl -3.02 -0.42 0.43
C -2.18 -0.42 -1.06
C -0.92 -0.99 -1.16
C -0.31 -0.97 -2.41
Cl 1.25 -1.75 -2.23
C -0.84 -0.43 -3.55
Cl -0.01 -0.49 -5.04
C -2.11 0.16 -3.43
Cl -2.83 0.87 -4.80
C -2.78 0.16 -2.20
Cl -4.33 0.86 -2.08
C 0.29 2.44 0.24
S 2.10 2.24 0.16
C 2.35 1.48 1.73
C 2.63 0.17 1.91
S 2.77 -1.02 0.64
S 2.94 -0.34 3.56
C 2.69 1.22 4.29
S 2.81 1.47 5.90
S 2.33 2.48 3.16
H -0.02 2.85 -0.72
H 0.01 3.12 1.04
H -0.17 1.47 0.39
I -0.38 -1.91 2.61
C -0.73 -3.16 0.86
H -1.79 -3.12 0.66
H -0.39 -4.17 1.08
*
```

Summary:
**Kohn-Sham gap (spin up / spin down)**: 5.893 / 4.865 eV
**E_LUMO (spin up / spin down)**: -4.95 / -5.98 eV

# C23H17Cl5LaN6O6S2

A structure of composition C23H17Cl5LaN6O6S2 at a distorted geometry (wB97M-V/def2-TZVPD, OMol25).

```
! RIJCOSX wB97M-V def2-TZVPD def2/J DEFGRID3
* xyz -1 1
La -0.76 -0.97 0.00
C 4.43 2.77 5.68
C 3.82 2.02 4.53
C 2.75 2.54 3.82
C 2.16 1.83 2.78
C 2.67 0.59 2.44
C 3.76 0.04 3.13
C 4.32 0.76 4.17
S 1.94 -0.37 1.16
O 3.04 -1.00 0.46
O 1.19 0.59 0.31
N 0.96 -1.44 1.75
C 0.34 -1.04 3.05
C -0.65 0.13 2.92
O -0.69 0.98 3.79
O -1.35 0.11 1.81
H 3.99 3.76 5.78
H 5.51 2.89 5.55
H 4.28 2.24 6.62
H 2.34 3.51 4.09
H 1.31 2.23 2.24
H 4.14 -0.93 2.84
H 5.16 0.35 4.71
H 1.08 -0.75 3.79
H -0.20 -1.89 3.46
Cl -2.01 -3.21 2.09
C -2.19 -3.94 0.49
C -1.63 -3.23 -0.54
C -1.91 -3.72 -1.80
Cl -1.38 -2.76 -3.17
C -2.65 -4.87 -2.04
Cl -2.97 -5.41 -3.65
C -3.12 -5.60 -0.94
Cl -3.99 -7.07 -1.18
C -2.90 -5.12 0.35
Cl -3.52 -5.97 1.72
O -2.33 5.13 -5.15
C -3.45 4.36 -4.97
O -4.42 4.63 -5.61
C -3.35 3.25 -3.98
C -2.19 2.91 -3.30
C -2.16 1.87 -2.39
C -3.31 1.09 -2.12
S -3.33 -0.25 -1.00
C -4.48 1.45 -2.82
C -4.50 2.49 -3.73
H -1.64 4.82 -4.55
H -1.26 3.46 -3.45
H -1.24 1.65 -1.88
H -5.38 0.87 -2.64
H -5.41 2.75 -4.25
N 3.50 -2.29 -2.05
N 2.52 -1.33 -2.26
N 2.77 -0.17 -2.82
C 1.55 0.38 -2.81
N 0.64 -0.43 -2.27
N 1.29 -1.53 -1.93
H 4.34 -1.75 -1.86
H 3.22 -2.74 -1.18
H 1.35 1.37 -3.17
*
```

Summary:
**Kohn-Sham gap**: 7.096 eV
**E_LUMO**: 2.13 eV

# C25H23F5IrN2O6Te

A structure of composition C25H23F5IrN2O6Te at a distorted geometry (wB97M-V/def2-TZVPD, OMol25).

```
! RIJCOSX wB97M-V def2-TZVPD def2/J DEFGRID3
* xyz 0 2
Ir 0.81 0.87 0.76
O 0.01 0.20 2.66
C 0.13 -1.05 2.95
C -0.95 -1.75 3.54
C -0.86 -3.09 3.81
C 0.32 -3.82 3.54
C 1.40 -3.16 3.02
C 1.32 -1.78 2.73
C 2.45 -1.08 2.26
N 2.44 0.15 1.85
C 3.71 0.82 1.61
C 3.38 2.16 1.03
N 2.49 1.87 -0.08
C 2.51 2.62 -1.14
C 1.81 2.37 -2.34
C 1.90 3.28 -3.41
C 1.27 3.03 -4.59
C 0.53 1.84 -4.73
C 0.41 0.95 -3.70
C 1.01 1.20 -2.45
O 0.82 0.38 -1.47
H -1.85 -1.19 3.74
H -1.72 -3.61 4.22
H 0.37 -4.88 3.76
H 2.32 -3.69 2.81
H 3.41 -1.60 2.31
H 4.33 0.24 0.93
H 4.25 0.96 2.55
H 4.28 2.69 0.71
H 2.85 2.77 1.76
H 3.17 3.48 -1.15
H 2.46 4.20 -3.26
H 1.33 3.74 -5.41
H 0.04 1.63 -5.68
H -0.18 0.05 -3.80
C -1.38 -5.56 -0.49
O -2.42 -4.71 -0.95
C -2.28 -3.39 -0.77
C -3.38 -2.60 -1.18
C -3.33 -1.26 -1.00
C -2.19 -0.59 -0.44
C -2.21 0.81 -0.28
C -3.27 1.69 -0.86
O -1.31 1.40 0.41
C -1.08 -1.40 -0.05
O 0.03 -1.01 0.49
C -1.17 -2.80 -0.22
H -1.69 -6.57 -0.73
H -1.24 -5.46 0.59
H -0.44 -5.34 -1.00
H -4.25 -3.08 -1.61
H -4.20 -0.68 -1.27
H -3.91 1.19 -1.57
H -2.79 2.53 -1.35
H -3.87 2.10 -0.04
H -0.31 -3.37 0.10
F -0.74 5.20 1.56
Te -0.76 3.66 0.49
F 0.56 4.72 -0.39
F -2.30 3.36 1.53
F -0.60 2.90 -1.25
F -2.01 4.63 -0.53
O 0.54 2.83 1.48
*
```

Summary:
**Kohn-Sham gap (spin up / spin down)**: 6.305 / 6.419 eV
**E_LUMO (spin up / spin down)**: -1.63 / -1.44 eV

# C8H11NO2S

The molecule C8H11NO2S at a distorted geometry (wB97M-V/def2-TZVPD, OMol25).

```
! RIJCOSX wB97M-V def2-TZVPD def2/J DEFGRID3
* xyz 0 1
N 2.32 -2.03 0.34
C 1.01 -1.93 -0.38
C 0.05 -0.86 0.19
C -1.30 -1.06 -0.75
C -2.29 0.03 -0.52
O -2.66 1.05 -1.19
O -2.86 -0.37 0.71
C 0.39 0.58 0.19
C 0.04 1.53 1.11
C 0.54 2.79 0.80
C 1.34 2.84 -0.37
S 1.15 1.17 -1.11
H 3.15 -2.32 -0.32
H 2.32 -2.77 1.22
H 1.22 -1.39 -1.36
H 0.50 -2.77 -0.59
H -0.45 -1.04 1.11
H -1.92 -2.00 -0.66
H -0.88 -0.73 -1.76
H -3.31 0.61 1.16
H -0.45 1.28 2.01
H 0.51 3.83 1.35
H 1.60 3.58 -1.18
*
```

Summary:
**Kohn-Sham gap**: 9.199 eV
**E_LUMO**: 0.58 eV
**Structure (SMILES)**: NC[C@H](CC(=O)O)c1cccs1

# C4H7Cl2P

The molecule C4H7Cl2P at a distorted geometry (wB97M-V/def2-TZVPD, OMol25).

```
! RIJCOSX wB97M-V def2-TZVPD def2/J DEFGRID3
* xyz 0 1
C 2.34 0.60 0.44
C 1.30 0.97 -0.23
C 0.23 -0.02 -0.72
C -1.19 0.00 0.01
P -1.87 -1.71 -0.13
Cl -0.93 0.41 1.75
Cl -2.23 1.32 -0.68
H 3.17 1.25 0.56
H 2.49 -0.44 0.79
H 1.17 2.01 -0.60
H -0.06 0.07 -1.78
H 0.71 -1.08 -0.83
H -1.88 -1.98 1.35
H -3.25 -1.40 0.07
*
```

Summary:
**Kohn-Sham gap**: 10.691 eV
**E_LUMO**: 0.78 eV
**Structure (SMILES)**: C=CCC(P)(Cl)Cl